1.
This record from OMol25 describes a cluster of 5 separate species, C18H26N4O in total. The level of theory is ωB97M-V/def2-TZVPD.

Calculated values
Total charge: 0
SMILES string: c1cc[nH]c1.c1cc[nH]c1.c1cc[nH]c1.c1cc[nH]c1.CCO
Frontier orbital gap: 8.769 eV
Lowest unoccupied orbital energy: 0.030 hartree
Energy above the lowest of the compared OMol25 structures with the same formula, charge and spin: 57.9 kcal per mole
Multiplicity: 1

Positions of all 49 atoms, in Å:
C -2.51340 2.61097 -3.44394
C -1.41086 2.48240 -4.34916
C -1.90617 2.32764 -5.61197
N -3.26715 2.50855 -5.55426
C -3.60570 2.74991 -4.25178
H -2.48852 2.57848 -2.36922
H -0.36502 2.40055 -4.09695
H -1.43495 2.12656 -6.55863
H -3.99445 2.50152 -6.24092
H -4.62237 2.95194 -3.94695
C 3.24381 1.95248 3.40291
C 4.01521 2.68594 4.34450
C 4.19007 1.88461 5.44990
N 3.66309 0.66874 5.13840
C 3.01963 0.69240 3.93045
H 2.93264 2.24311 2.41272
H 4.31238 3.71761 4.25560
H 4.63351 2.10222 6.40470
H 3.62860 -0.09144 5.79489
H 2.45702 -0.16611 3.61044
C 1.44277 -3.07810 3.36217
C 0.93329 -4.20914 2.68500
C -0.40533 -3.98121 2.45760
N -0.71794 -2.80703 3.07795
C 0.38991 -2.21356 3.60298
H 2.47108 -2.91864 3.64649
H 1.52155 -5.06172 2.39056
H -1.13394 -4.56128 1.91988
H -1.61047 -2.34922 2.99011
H 0.37702 -1.29512 4.16236
C -0.30863 -1.52465 -4.31548
C -0.15133 -1.40040 -2.92521
C -1.36862 -1.20356 -2.37826
N -2.35235 -1.29188 -3.35510
C -1.65506 -1.47644 -4.54105
H 0.48217 -1.69864 -5.02355
H 0.79236 -1.48687 -2.40709
H -1.66036 -0.98535 -1.36071
H -3.31439 -1.05647 -3.23353
H -2.19773 -1.57791 -5.46972
C -0.45075 1.57181 0.57052
C 0.09674 0.16848 0.61439
O -0.89840 -0.73852 1.10665
H -1.19190 1.75943 1.34649
H -0.92804 1.71347 -0.40361
H 0.31350 2.33760 0.70234
H 0.92947 0.10556 1.33468
H 0.53613 -0.16262 -0.33122
H -0.42812 -1.50608 1.45360

Force components x, y, z for each atom (eV/Å):
C 0.6 0.6 -1.0
C 0.3 -1.0 0.4
C -0.3 0.4 -0.6
N -0.2 0.5 1.1
C -0.8 -0.6 0.8
H 0.0 0.4 0.0
H -0.1 -0.1 0.1
H 0.2 0.1 0.1
H 0.4 -0.1 -0.6
H 0.0 -0.2 -0.2
C 0.0 -0.8 -0.2
C -0.5 0.1 0.2
C 0.2 0.3 -0.9
N -0.5 -0.4 0.9
C 0.6 0.8 0.2
H 0.0 0.2 0.1
H 0.1 0.0 0.0
H 0.1 -0.2 0.0
H -0.1 0.0 -0.1
H 0.1 0.0 -0.3
C -0.1 0.4 0.4
C 0.0 0.1 -0.4
C 0.6 -0.4 0.4
N -0.8 0.4 -0.3
C 0.9 -0.8 0.1
H 0.0 0.0 0.1
H -0.1 0.0 -0.2
H -0.1 0.0 0.1
H 0.0 0.0 0.1
H -0.3 0.1 -0.1
C -0.6 -0.4 -0.1
C 1.0 0.1 0.3
C -1.7 0.2 1.0
N 2.7 0.0 -0.3
C -1.1 0.1 -0.8
H -0.1 0.0 -0.2
H -0.1 0.2 0.1
H 0.1 -0.2 0.0
H -0.2 0.0 -0.1
H 0.1 0.1 0.0
C -0.3 0.2 -0.6
C 0.9 -0.4 1.4
O -0.1 0.1 -0.5
H 0.0 -0.3 0.1
H -0.1 0.3 0.1
H 0.2 -0.2 -0.2
H 0.0 0.3 -0.1
H -0.4 0.1 -0.2
H -0.1 0.1 -0.2

=====

2.
This record from OMol25 describes a cluster of 2 separate species, C3H8BrNO in total. The level of theory is ωB97M-V/def2-TZVPD.

Calculated values
Total charge: +1
Frontier orbital gap (spin up / spin down): 10.434 / 7.343 eV
Lowest unoccupied orbital energy (spin up / spin down): -0.150 / -0.248 hartree
Energy above the lowest of the compared OMol25 structures with the same formula, charge and spin: 6.8 kcal per mole
Multiplicity: 2

Positions of all 14 atoms, in Å:
Br 0.76021 -3.64608 -3.07977
C -1.09774 1.46399 1.35726
C -0.62982 0.97478 0.03054
O -1.22586 1.13572 -1.00680
N 0.73778 0.27360 0.07706
H 1.47744 0.82554 -0.33325
H 1.02164 0.13703 1.03669
C 0.76305 -1.09134 -0.67908
H -2.08418 1.91649 1.25579
H -0.43581 1.97751 2.05457
H -1.48001 0.54913 1.81001
H 0.19039 -1.12004 -1.60608
H 0.28358 -1.82477 -0.03078
H 1.71938 -1.57163 -0.88611

Force components x, y, z for each atom (eV/Å):
Br 0.0 -0.1 0.0
C -1.1 -1.1 0.2
C -1.6 2.2 -1.7
O 2.0 -1.2 1.9
N 0.2 -1.9 -1.5
H 0.1 0.8 -0.4
H 0.0 -0.2 0.5
C -0.9 -1.0 0.6
H 0.5 0.8 -0.4
H 0.1 -0.1 -0.4
H 0.5 -0.5 0.7
H 0.0 0.9 0.2
H -0.2 0.3 0.2
H 0.5 1.1 0.2

=====

3.
This record from OMol25 describes the molecule C4H11N3O3. The level of theory is ωB97M-V/def2-TZVPD.

Calculated values
Total charge: 0
SMILES string: C[C@@H](O)[C@@H](N)N(N)C(=O)O
Frontier orbital gap: 9.094 eV
Lowest unoccupied orbital energy: 0.010 hartree
Energy above the lowest of the compared OMol25 structures with the same formula, charge and spin: 41.0 kcal per mole
Multiplicity: 1

Positions of all 21 atoms, in Å:
C -0.14331 0.10416 2.57266
C 0.44225 -0.24292 1.21125
O 0.59137 -1.67719 1.17759
C -0.79518 0.10200 -0.04675
N -1.50350 1.31587 0.02546
N -0.13988 -0.04807 -1.30344
N -0.88426 -0.20892 -2.49634
C 1.24098 0.33506 -1.33944
O 1.64627 1.44086 -1.04282
O 1.95844 -0.60071 -2.00159
H -1.14354 -0.32610 2.69143
H -0.22130 1.18769 2.69779
H 0.48344 -0.27976 3.38836
H 1.43490 0.21532 1.17326
H 1.16625 -2.04026 0.48504
H -1.44526 -0.75982 0.11499
H -0.90972 2.08883 -0.27597
H -1.99272 1.45030 0.90168
H -0.58613 0.50122 -3.17127
H -0.71249 -1.10723 -2.94248
H 1.51337 -1.45034 -1.81940

Force components x, y, z for each atom (eV/Å):
C -0.2 -0.1 -0.1
C -1.8 -0.7 -1.1
O -0.1 -0.1 0.2
C 1.9 -0.5 1.9
N -0.1 0.5 -0.1
N 1.5 -0.5 0.5
N 0.5 0.3 -0.2
C -1.6 1.5 -1.7
O 0.1 -1.8 0.0
O 0.6 -0.2 0.7
H 0.1 0.0 0.0
H 0.0 -0.1 -0.1
H -0.1 0.0 -0.3
H -0.3 0.3 -0.7
H -0.2 0.8 0.3
H -0.1 0.1 0.1
H -0.4 -0.1 0.5
H 0.2 0.3 -0.2
H -0.3 -0.1 0.3
H 0.1 0.0 0.3
H 0.2 0.5 -0.4

=====

4.
This record from OMol25 describes a cluster of 2 separate species, C5H15N2O in total. The level of theory is ωB97M-V/def2-TZVPD.

Calculated values
Total charge: +2
Frontier orbital gap (spin up / spin down): 9.229 / 5.369 eV
Lowest unoccupied orbital energy (spin up / spin down): -0.321 / -0.461 hartree
Energy above the lowest of the compared OMol25 structures with the same formula, charge and spin: 68.6 kcal per mole
Multiplicity: 2

Positions of all 23 atoms, in Å:
N -1.30629 1.34467 1.04394
C -0.60518 0.12403 0.46140
C 0.87284 0.39947 0.28412
C 1.64112 -0.86287 0.11123
C 1.52450 -1.95272 0.95624
C -1.47546 -0.38955 -0.76425
N -2.75822 -0.62002 -0.15095
H -2.33715 1.03766 0.96550
H -1.00236 1.38214 2.05173
H -1.02173 2.24208 0.65043
H -0.79753 -0.63240 1.34305
H 1.04911 1.05692 -0.64086
H 1.36828 0.97651 1.18282
H 2.45769 -0.70778 -0.61992
H 0.94961 -2.10610 1.87314
H 2.24512 -2.72063 0.70487
H -0.94787 -1.17863 -1.28060
H -1.58357 0.44946 -1.47578
H -2.97043 -1.51522 0.26081
H -3.52997 -0.52709 -0.81756
H 3.44590 1.02956 -1.88160
H 2.20588 1.74843 -2.54274
O 2.57570 1.42208 -1.71503

Force components x, y, z for each atom (eV/Å):
N 0.2 -1.2 1.4
C -0.9 -1.1 1.9
C 0.0 0.5 -1.0
C 0.0 3.2 0.1
C 1.2 -1.5 0.0
C 0.6 1.5 1.3
N -1.4 0.2 -0.9
H 0.9 0.8 0.0
H -0.9 0.2 -1.0
H -0.5 0.0 -0.5
H 0.5 1.1 -1.8
H 0.0 -0.8 1.5
H -0.7 -1.0 -1.3
H -0.4 -0.9 0.4
H -0.1 0.5 -0.4
H -0.2 -0.6 0.3
H 0.0 -0.6 0.0
H 0.1 -0.4 0.2
H 0.7 -0.4 0.3
H 0.3 0.4 0.1
H -0.2 0.5 -0.4
H 0.5 0.0 -0.2
O 0.1 -0.4 0.2

=====

5.
This record from OMol25 describes a structure of composition C6H5NO2. The level of theory is ωB97M-V/def2-TZVPD.

Calculated values
Total charge: 0
Frontier orbital gap (spin up / spin down): 8.614 / 8.616 eV
Lowest unoccupied orbital energy (spin up / spin down): -0.025 / -0.025 hartree
Energy above the lowest of the compared OMol25 structures with the same formula, charge and spin: 164.0 kcal per mole
Multiplicity: 1

Positions of all 14 atoms, in Å:
C 1.74113 0.00572 -0.06820
C 1.08473 -1.26175 -0.30519
C 1.11201 1.14650 0.23115
C -0.20629 -1.48702 -0.25735
C -0.34957 1.31772 0.27975
C -1.26599 0.21165 0.03908
N -2.32801 -0.37044 0.65659
O -3.40799 -0.44476 0.06536
O -1.08294 1.13218 -0.94326
H 2.82049 -0.00528 -0.11210
H 1.74010 -2.10476 -0.50992
H 1.68071 2.04039 0.43813
H -0.83073 -2.34184 -0.37882
H -0.70765 2.16169 0.86477

Force components x, y, z for each atom (eV/Å):
C -0.1 0.7 0.2
C 0.1 -0.8 -0.1
C 0.3 -0.1 -0.1
C -2.1 3.7 0.7
C -0.1 0.0 1.0
C 4.1 -2.9 -1.6
N -3.0 -0.7 0.6
O 1.7 0.4 0.4
O -0.9 0.1 -0.9
H 0.1 0.1 0.0
H 0.0 -0.1 0.0
H 0.2 0.0 0.0
H -0.1 -0.4 -0.1
H 0.0 0.0 -0.1

=====

6.
This record from OMol25 describes a structure of composition C64H56CaFGeO2P3S2. The level of theory is ωB97M-V/def2-TZVPD.

Calculated values
Total charge: 0
Frontier orbital gap: 6.135 eV
Lowest unoccupied orbital energy: 0.010 hartree
Energy above the lowest of the compared OMol25 structures with the same formula, charge and spin: 0.0 kcal per mole
Multiplicity: 1

Positions of all 130 atoms, in Å:
Ca 0.88404 1.74823 0.28998
F 0.21211 -0.70738 0.25312
Ge -0.99733 -1.91835 0.76746
C -1.20924 -1.96963 2.71695
C -2.22870 -2.82715 3.15103
C -2.43851 -3.07626 4.49625
C -1.62567 -2.46798 5.44517
C -0.64814 -1.58264 5.03383
C -0.44798 -1.30846 3.68108
P 0.70553 0.01283 3.16492
C 2.23529 -0.46712 4.03527
C 2.72985 -1.74364 3.75480
C 3.94115 -2.16673 4.27418
C 4.68663 -1.31547 5.08086
C 4.21471 -0.04151 5.35045
C 2.99972 0.38387 4.82683
C -0.01842 1.43368 4.05550
C 0.13422 1.78042 5.39830
C -0.50243 2.90226 5.90321
C -1.30745 3.68446 5.08252
C -1.49358 3.33481 3.75599
C -0.85082 2.21311 3.25711
C -2.79850 -1.63117 0.05209
C -3.56916 -2.79300 -0.05397
C -4.92231 -2.73220 -0.34684
C -5.52705 -1.49832 -0.54076
C -4.76843 -0.34215 -0.47541
C -3.40527 -0.39493 -0.19157
P -2.33396 1.08650 -0.31607
C -3.45789 2.42568 0.18967
C -4.12264 2.27181 1.40707
C -4.90680 3.29307 1.91773
C -5.02561 4.48818 1.22086
C -4.35293 4.65415 0.01949
C -3.56877 3.63127 -0.49566
C -2.23656 1.16168 -2.14093
C -3.31643 1.49108 -2.95804
C -3.18408 1.47592 -4.33690
C -1.97294 1.12000 -4.91727
C -0.89747 0.78184 -4.11336
C -1.02852 0.81079 -2.73224
C -0.35351 -3.63140 0.07991
C -0.62272 -4.76847 0.84987
C -0.34907 -6.04084 0.37564
C 0.19449 -6.20103 -0.89302
C 0.46603 -5.08471 -1.66240
C 0.20707 -3.79843 -1.18741
P 0.51550 -2.33735 -2.26619
C 2.26888 -2.57637 -2.73532
C 3.16596 -3.35816 -2.01119
C 4.51137 -3.39636 -2.35561
C 4.98095 -2.65693 -3.42943
C 4.09875 -1.86140 -4.15018
C 2.76099 -1.81161 -3.79608
C -0.40492 -2.87345 -3.75507
C 0.14329 -3.44136 -4.90028
C -0.67122 -3.78864 -5.97009
C -2.04024 -3.57794 -5.90358
C -2.59643 -3.01287 -4.76337
C -1.78270 -2.65387 -3.70275
H -2.88570 -3.30083 2.43121
H -3.23378 -3.74255 4.80350
H -1.76979 -2.66677 6.49892
H -0.03466 -1.08079 5.77208
H 2.15735 -2.41508 3.12315
H 4.30602 -3.16041 4.04822
H 5.63299 -1.64401 5.48998
H 4.79450 0.63338 5.96666
H 2.66989 1.39633 5.01593
H 0.74886 1.18090 6.05676
H -0.36716 3.17162 6.94282
H -1.78464 4.57027 5.48104
H -2.11395 3.93290 3.10191
H -1.01772 1.90844 2.22698
H -3.10810 -3.76569 0.08384
H -5.50188 -3.64323 -0.41903
H -6.58511 -1.43751 -0.76038
H -5.24002 0.61699 -0.64998
H -4.02599 1.34608 1.96520
H -5.41713 3.15805 2.86277
H -5.63263 5.29076 1.61899
H -4.42207 5.59094 -0.51737
H -3.01427 3.78900 -1.41080
H -4.26503 1.77076 -2.51630
H -4.02708 1.74241 -4.96133
H -1.87185 1.10625 -5.99489
H 0.04852 0.49528 -4.55706
H -0.18225 0.52976 -2.12046
H -1.03578 -4.66638 1.84608
H -0.56409 -6.90335 0.99269
H 0.40139 -7.18959 -1.28122
H 0.88232 -5.20859 -2.65544
H 2.81876 -3.94773 -1.17283
H 5.19216 -4.01226 -1.78216
H 6.02722 -2.69477 -3.70247
H 4.45518 -1.27323 -4.98631
H 2.08615 -1.17121 -4.35407
H 1.20896 -3.62237 -4.96326
H -0.23222 -4.22832 -6.85637
H -2.67202 -3.84738 -6.73966
H -3.66237 -2.83545 -4.70674
H -2.21949 -2.18373 -2.82596
C 2.39690 2.10858 -2.84223
O 2.35331 1.19733 -1.74011
C 3.66682 0.89053 -1.28809
C 3.52959 -0.04182 -0.11101
O 3.01154 0.64685 1.02065
C 4.03434 1.30367 1.76964
H 2.97018 1.65573 -3.65802
H 2.85776 3.05231 -2.53694
H 1.37157 2.30896 -3.13917
H 4.17516 1.81940 -1.00177
H 4.24119 0.41321 -2.09077
H 4.48403 -0.51863 0.13214
H 2.80729 -0.82281 -0.36171
H 4.71307 0.55177 2.18372
H 3.54923 1.86203 2.56281
H 4.57901 2.01945 1.15066
S -0.21493 3.58571 -1.24901
C 0.90411 4.92912 -0.93966
C 0.97279 5.92426 -1.92104
C 1.79816 7.02727 -1.79885
C 2.59131 7.15818 -0.66620
C 2.54372 6.18122 0.31134
C 1.71796 5.05628 0.20654
S 1.76570 3.89494 1.54716
H 0.34611 5.81108 -2.79750
H 1.81830 7.77814 -2.57909
H 3.24143 8.01546 -0.54258
H 3.15875 6.27250 1.19831

Force components x, y, z for each atom (eV/Å):
Ca 0.0 -0.7 0.1
F 0.0 -0.1 0.1
Ge -0.2 0.2 -0.1
C 0.0 0.0 0.0
C 0.0 0.0 0.0
C 0.0 0.0 0.0
C 0.0 0.0 0.0
C 0.0 0.0 0.0
C 0.1 -0.1 -0.1
P 0.1 0.4 0.1
C 0.0 0.0 0.0
C 0.0 0.0 0.1
C 0.0 0.0 0.0
C 0.0 0.0 0.0
C 0.0 0.0 0.0
C 0.0 0.0 -0.1
C 0.0 0.0 0.1
C 0.0 0.0 0.0
C 0.0 0.0 0.0
C 0.0 0.0 0.0
C 0.0 0.0 0.0
C 0.0 0.0 0.0
C 0.0 0.0 -0.1
C 0.0 -0.1 -0.1
C 0.0 0.0 0.0
C 0.0 0.0 0.0
C 0.0 0.0 0.0
C 0.0 -0.1 0.0
P 0.2 0.2 0.0
C -0.1 -0.1 0.1
C 0.0 0.0 0.0
C 0.0 0.0 0.0
C 0.0 0.0 0.0
C 0.0 0.0 0.0
C 0.0 0.0 0.0
C 0.0 0.0 0.0
C 0.0 0.0 0.0
C 0.0 0.0 0.0
C 0.0 0.0 0.0
C 0.0 0.0 0.0
C 0.0 0.0 -0.1
C 0.0 -0.1 0.2
C 0.1 0.0 0.1
C 0.0 0.0 -0.1
C 0.0 0.0 0.1
C 0.0 0.0 0.0
C 0.0 0.0 -0.2
P 0.0 -0.1 0.0
C 0.0 0.1 0.0
C 0.0 0.0 0.0
C 0.0 0.0 0.0
C 0.0 0.0 0.0
C 0.0 0.0 0.0
C 0.0 0.0 0.0
C 0.0 0.0 0.0
C 0.0 -0.1 0.0
C 0.0 0.0 0.0
C 0.0 0.0 0.0
C 0.0 0.0 0.0
C 0.0 0.1 0.0
H 0.0 0.0 0.0
H 0.0 0.0 0.0
H 0.0 0.0 0.0
H 0.0 0.0 0.0
H 0.0 0.0 0.0
H 0.0 0.0 0.0
H 0.0 0.0 0.0
H 0.0 0.0 0.0
H 0.0 0.0 0.0
H 0.0 0.0 0.0
H 0.0 0.0 0.0
H 0.0 0.0 0.0
H 0.0 0.0 0.0
H -0.1 0.2 0.0
H 0.0 0.0 0.0
H 0.0 0.0 0.0
H 0.0 0.0 0.0
H 0.0 0.0 0.0
H 0.0 0.0 0.0
H 0.0 0.0 0.0
H 0.0 0.0 0.0
H 0.0 0.0 0.0
H 0.0 0.0 0.0
H 0.0 0.0 0.0
H 0.0 0.0 0.0
H 0.0 0.0 0.0
H 0.0 0.0 0.0
H 0.0 0.0 0.0
H 0.0 0.0 0.0
H 0.0 0.0 0.0
H 0.0 0.0 0.0
H 0.0 0.0 0.0
H 0.0 0.0 0.0
H 0.0 0.0 0.0
H 0.0 0.0 0.0
H 0.0 0.0 0.0
H 0.0 0.0 0.0
H 0.0 0.0 0.0
H 0.0 0.0 0.0
H 0.0 0.0 0.0
H 0.0 0.0 0.0
H 0.0 0.0 0.0
C -0.1 0.0 0.0
O 0.0 0.1 0.2
C 0.0 -0.1 0.0
C 0.0 -0.1 0.0
O 0.1 0.0 -0.1
C 0.0 0.0 0.0
H 0.0 0.0 0.0
H 0.0 0.0 0.0
H 0.0 0.0 0.0
H 0.0 0.0 0.0
H -0.1 0.0 0.0
H 0.0 0.0 0.0
H 0.0 0.0 0.0
H 0.0 0.0 0.0
H 0.0 0.0 0.0
H 0.0 0.0 0.0
S 0.0 0.3 -0.1
C 0.0 0.0 0.0
C 0.0 0.0 0.0
C 0.0 0.0 0.0
C 0.0 0.0 0.0
C 0.0 0.0 0.0
C 0.0 -0.1 0.0
S 0.0 0.1 0.0
H 0.0 0.0 0.0
H 0.0 0.0 0.0
H 0.0 0.0 0.0
H 0.0 0.0 0.0